A structure of composition C6H18FeO6 at a distorted geometry. Source: OMol25; level of theory: ωB97M-V with the def2-TZVPD basis set.

Last column: Löwdin charge in e.
Cartesian coordinates (Å):
Fe: 0.05 0.06 -0.03  0.87
C: -1.78 -0.25 2.37  -0.16
C: -2.48 0.67 1.42  -0.16
O: -1.48 1.35 0.64  -0.09
O: -0.79 -1.02 1.64  -0.09
H: -2.52 -0.91 2.83  0.15
H: -1.30 0.32 3.17  0.14
H: -3.05 1.38 2.02  0.15
H: -3.17 0.13 0.76  0.14
H: -1.84 2.15 0.25  0.14
H: -0.47 -1.72 2.21  0.14
C: 2.40 1.96 0.46  -0.15
C: 2.16 2.00 -1.03  -0.13
O: 0.83 1.50 -1.34  -0.10
O: 1.67 0.89 1.08  -0.09
H: 2.13 2.91 0.93  0.14
H: 3.47 1.84 0.64  0.14
H: 2.90 1.42 -1.57  0.14
H: 2.21 3.05 -1.33  0.14
H: 0.62 1.70 -2.26  0.14
H: 1.78 0.91 2.04  0.14
C: -0.95 -2.16 -1.56  -0.16
C: 0.50 -2.45 -1.55  -0.15
O: 1.12 -1.64 -0.50  -0.09
O: -1.17 -0.71 -1.62  -0.08
H: -1.41 -2.53 -0.64  0.13
H: -1.43 -2.68 -2.38  0.15
H: 0.98 -2.22 -2.51  0.15
H: 0.67 -3.51 -1.37  0.15
H: 2.03 -1.92 -0.36  0.14
H: -1.67 -0.52 -2.42  0.13

Calculated values
gap between HOMO and LUMO (alpha / beta) = 0.434 / 0.372 Ha
max |F| = 0.022 hartree/bohr
charge = +2
energy relative to the best compared isomer or geometry (same formula, charge and spin) = 0.00 kJ/mol
HOMO (alpha / beta) = -17.8606 / -16.3037 eV
2S+1 = 5

A cluster of 9 separate species, C23H67N5O11 in total at a distorted geometry. Source: OMol25; level of theory: ωB97M-V with the def2-TZVPD basis set.

Last column: Löwdin charge in e.
Cartesian coordinates (Å):
O: 24.28 20.91 2.97  0.12
H: 24.13 22.00 2.95  0.14
H: 24.62 20.86 2.01  0.09
H: 23.39 20.57 3.10  0.04
C: 23.38 23.96 3.14  -0.80
O: 22.51 23.22 3.52  0.01
O: 23.08 25.19 2.81  0.16
O: 24.53 23.53 2.77  -0.05
H: 22.23 25.41 2.94  0.02
C: 22.84 23.97 8.49  -0.04
C: 22.05 24.17 7.11  -0.42
C: 21.82 25.62 6.80  -0.21
O: 20.74 26.08 7.62  -0.23
C: 20.14 27.35 7.12  -0.09
N: 22.96 23.50 6.20  0.06
H: 23.66 24.67 8.68  0.08
H: 22.92 22.87 8.74  0.08
H: 22.17 24.31 9.27  0.05
H: 21.18 23.66 7.04  0.09
H: 21.45 25.64 5.62  0.16
H: 22.70 26.23 6.84  0.10
H: 19.64 26.93 6.23  0.07
H: 20.92 28.24 6.97  0.11
H: 19.28 27.70 7.92  0.13
H: 23.74 24.17 6.03  0.06
H: 22.42 23.56 5.32  0.03
C: 27.13 25.62 6.85  -0.03
C: 26.03 25.72 5.80  -0.44
C: 25.92 26.91 4.78  -0.20
O: 25.81 28.14 5.44  -0.19
C: 25.76 29.34 4.55  0.00
N: 25.90 24.50 5.14  0.03
H: 28.05 25.40 6.49  0.04
H: 26.97 24.78 7.43  0.06
H: 26.96 26.48 7.47  0.08
H: 25.08 25.76 6.36  0.12
H: 25.06 26.67 4.22  0.09
H: 26.91 26.97 4.14  0.16
H: 25.03 29.12 3.98  0.01
H: 26.46 29.22 3.83  0.05
H: 25.82 30.18 5.16  0.09
H: 25.07 24.42 4.61  0.00
H: 26.46 24.37 4.27  0.10
C: 22.34 18.15 4.15  -0.06
C: 21.34 19.33 4.05  -0.42
C: 21.57 20.27 5.19  -0.21
O: 21.23 19.56 6.38  -0.19
C: 21.49 20.25 7.66  -0.07
N: 21.62 20.05 2.86  0.07
H: 22.13 17.54 3.09  0.12
H: 22.10 17.27 4.91  0.11
H: 23.31 18.13 4.43  0.02
H: 20.30 18.89 4.00  0.16
H: 20.89 20.95 4.98  0.07
H: 22.56 20.68 5.30  0.13
H: 21.22 21.40 7.70  0.10
H: 22.59 20.22 7.77  0.08
H: 21.09 19.76 8.56  0.08
H: 21.08 20.95 2.86  0.10
H: 21.43 19.66 2.06  0.01
C: 23.76 21.07 -0.34  -0.04
C: 24.70 19.90 -0.24  -0.48
C: 26.12 20.52 -0.09  -0.20
O: 26.31 21.07 1.18  -0.19
C: 27.14 22.30 1.29  0.01
N: 24.48 19.12 0.87  0.02
H: 23.97 21.46 -1.36  0.11
H: 23.79 21.96 0.36  0.10
H: 22.79 20.90 -0.40  0.01
H: 24.75 19.20 -1.07  0.14
H: 26.40 21.36 -0.78  0.14
H: 26.74 19.77 -0.39  0.08
H: 28.05 22.27 0.94  0.03
H: 26.93 22.69 2.24  0.07
H: 26.70 23.10 0.61  0.11
H: 25.20 18.37 0.85  0.11
H: 23.63 18.49 0.50  0.16
C: 17.78 23.16 1.17  -0.08
C: 19.17 22.61 1.57  -0.37
C: 20.34 23.23 0.70  -0.23
O: 20.10 22.98 -0.66  -0.20
C: 21.10 23.72 -1.42  -0.07
N: 19.59 23.00 2.98  0.05
H: 17.60 23.30 -0.04  0.14
H: 17.59 24.10 1.58  0.02
H: 16.98 22.51 1.60  0.08
H: 19.02 21.43 1.36  0.17
H: 21.39 22.61 0.85  0.16
H: 20.42 24.27 1.02  0.10
H: 20.59 24.70 -1.18  0.12
H: 21.27 23.48 -2.42  0.07
H: 22.03 23.99 -1.20  0.02
H: 19.54 24.06 3.16  0.09
H: 20.49 22.85 3.12  -0.08
C: 24.79 26.22 0.11  -0.18
O: 24.80 24.86 -0.11  -0.13
H: 24.54 26.41 1.10  0.04
H: 23.89 26.68 -0.38  0.10
H: 25.59 26.66 -0.29  0.04
H: 24.75 24.40 0.78  0.07
C: 20.78 27.60 2.54  -0.17
O: 19.95 26.53 2.34  -0.12
H: 21.84 27.41 2.20  0.09
H: 20.80 27.90 3.51  0.03
H: 20.18 28.46 1.96  0.14
H: 19.29 26.93 1.78  0.08

Calculated values
gap between HOMO and LUMO = 0.337 Ha
max |F| = 0.147 hartree/bohr
energy relative to the best compared isomer or geometry (same formula, charge and spin) = 0.00 kJ/mol
HOMO = -8.7891 eV